w) 12 unconnected molecules or ions with the total composition C5H36N2O12, computed with ωB97M-V/def2-TZVPD.

Computed properties:
Molar mass, u: 316.345
Orbital gap, eV: 9.44
LUMO, eV: 0.123
HOMO level, eV: -9.32
SMILES: NCNCCCCO.O.O.O.O.O.O.O.O.O.O.O

Structure (XYZ):
```
55
C5H36N2O12 (ωB97M-V/def2-TZVPD)
C 0.595 -1.244 -0.152
N 0.101 -2.403 -0.953
C 0.783 -3.683 -0.690
N 1.837 -3.880 -1.670
C -0.492 -0.265 0.194
C -1.123 -0.436 1.575
C -0.291 0.262 2.656
O 0.019 1.572 2.209
H 1.403 -0.835 -0.773
H 1.127 -1.583 0.743
H -0.894 -2.378 -0.757
H 1.187 -3.739 0.326
H 0.059 -4.487 -0.608
H 1.511 -4.391 -2.473
H 2.328 -3.018 -1.840
H -0.075 0.737 0.145
H -1.295 -0.211 -0.550
H -1.395 -1.457 1.852
H -2.104 0.044 1.518
H -0.724 0.198 3.654
H 0.655 -0.280 2.722
H -0.739 2.020 1.786
H 1.492 2.735 0.769
H 0.994 3.697 -0.302
O 1.539 2.911 -0.175
H 0.242 5.200 0.233
H -0.893 4.710 1.121
O -0.681 4.930 0.209
H -2.342 2.421 -0.311
H -2.739 2.784 1.100
O -2.026 2.367 0.600
H -0.889 -2.410 -2.697
H -2.384 -2.199 -2.363
O -1.741 -2.093 -3.072
H 0.957 0.982 -2.284
H 1.908 1.705 -1.371
O 1.836 1.409 -2.291
H 4.014 -1.466 2.071
H 3.746 -0.248 1.127
O 3.775 -0.537 2.042
H 0.949 -3.255 3.812
H 1.916 -2.701 2.779
O 0.976 -2.778 2.976
H -2.385 0.812 -2.358
H -3.840 1.100 -2.508
O -3.155 1.075 -1.828
H 2.361 1.748 1.614
H 2.978 1.373 2.988
O 2.920 2.060 2.322
H -3.271 -1.193 -0.853
H -4.050 -0.345 -0.142
O -4.137 -1.275 -0.423
H -0.393 0.441 -4.094
H -0.755 -0.469 -2.965
O -0.498 0.464 -3.135
```



x) 13 unconnected molecules or ions with the total composition C5H36N2O12, computed with ωB97M-V/def2-TZVPD.

Computed properties:
Molar mass, u: 316.345
Orbital gap, eV: 10.24
LUMO, eV: 0.085
HOMO level, eV: -10.16

Structure (XYZ):
```
55
C5H36N2O12 (ωB97M-V/def2-TZVPD)
C -1.036 -2.597 -1.117
C -0.618 -2.159 0.305
C -0.751 -0.666 0.669
C 0.045 0.308 -0.198
N 2.216 1.954 1.071
C 0.856 2.318 0.881
N -0.069 1.643 0.324
H -1.193 -3.654 -1.142
H -1.788 -1.919 -1.557
H -0.355 -2.366 -2.012
H -1.214 -2.835 0.980
H 0.478 -2.377 0.400
H -0.484 -0.568 1.752
H -1.836 -0.546 0.758
H -0.196 0.170 -1.268
H 1.090 -0.157 -0.168
H 2.463 0.991 1.263
H 2.664 2.557 1.733
H 0.650 3.265 1.344
H -4.351 1.257 2.142
H -3.370 1.100 1.055
O -3.919 0.558 1.646
H -1.441 0.091 -2.631
H -2.250 0.396 -3.951
O -1.456 0.000 -3.586
H -2.002 -0.879 4.360
H -0.497 -0.721 4.190
O -1.230 -0.380 4.708
H 2.217 -2.582 -2.980
H 2.934 -1.230 -2.569
O 2.365 -1.949 -2.269
H -3.756 -2.014 2.753
H -3.141 -0.908 2.065
O -2.840 -1.664 2.649
H -1.664 2.251 -0.277
H -2.568 3.498 -0.085
O -2.581 2.533 -0.072
H 3.179 -3.057 0.069
H 3.326 -1.775 -0.878
O 3.655 -2.207 0.006
H 2.962 2.648 -0.949
H 1.557 2.805 -1.550
O 2.472 2.621 -1.777
H -2.960 1.759 3.485
H -2.401 3.189 2.947
O -3.116 2.557 2.981
H 2.581 1.019 -2.553
H 3.041 1.175 -4.058
O 2.864 0.529 -3.365
H 0.892 -0.917 -5.209
H 0.146 -1.433 -4.032
O 0.797 -1.715 -4.668
H 3.072 -1.712 1.559
H 3.444 -1.218 2.836
O 2.608 -1.441 2.385
```



The computed energies, referenced to the most stable structure and given in hartree, are w) 0.0156; x) 0.0000.



w) A single C7H8N2O molecule, computed with ωB97M-V/def2-TZVPD.

Computed properties:
Molar mass, u: 136.154
Orbital gap, eV: 9.07
LUMO, eV: 0.685
HOMO level, eV: -8.38
SMILES: O=CC1(c2cnc[nH]2)CC1

Structure (XYZ):
```
18
C7H8N2O (ωB97M-V/def2-TZVPD)
C 0.997 -0.902 -1.419
C 2.758 -0.725 -0.201
C 0.622 -0.137 -0.284
C -0.754 2.167 0.267
C -1.464 -0.508 1.075
C -1.975 -0.306 -0.351
C -0.716 0.348 0.078
N 2.324 -1.222 -1.315
N 1.774 -0.037 0.496
O 0.217 2.774 0.641
H 0.344 -1.020 -2.150
H 3.869 -0.902 0.165
H -1.695 2.660 0.042
H -2.131 0.046 1.681
H -1.222 -1.490 1.547
H -1.645 -1.099 -1.033
H -2.976 0.035 -0.647
H 1.673 0.317 1.406
```



x) A single C7H8N2O molecule, computed with ωB97M-V/def2-TZVPD.

Computed properties:
Molar mass, u: 136.154
Orbital gap, eV: 9.76
LUMO, eV: 0.761
HOMO level, eV: -9.00
SMILES: CC(=O)Nc1ccccn1

Structure (XYZ):
```
18
C7H8N2O (ωB97M-V/def2-TZVPD)
C 1.191 -0.281 3.196
C 0.175 -0.129 2.057
C 0.040 0.165 -0.378
C 0.472 -0.620 -1.556
C -0.338 -0.409 -2.685
C -1.374 0.433 -2.673
C -1.763 1.098 -1.534
H 1.840 -1.119 3.145
H 1.861 0.540 3.220
H 0.772 -0.486 3.952
H 1.585 -0.246 0.695
H 1.354 -1.383 -1.600
H -0.004 -0.989 -3.422
H -2.100 0.725 -3.658
H -2.357 1.880 -1.552
N 0.774 -0.011 0.813
N -1.061 0.947 -0.384
O -1.066 -0.114 2.363
```



The computed energies, referenced to the most stable structure and given in hartree, are w) 0.0000; x) 0.0073.



w) 2 unconnected molecules or ions with the total composition C6H15N3O2, computed with ωB97M-V/def2-TZVPD.

Computed properties:
Molar mass, u: 161.205
Orbital gap, eV: 9.68
LUMO, eV: 0.793
HOMO level, eV: -8.89
SMILES: CO/N=[NH+]\[O-].C=NC(C)(C)C

Structure (XYZ):
```
26
C6H15N3O2 (ωB97M-V/def2-TZVPD)
C -2.071 -1.134 0.972
C -2.661 0.610 -0.697
C -0.889 -1.135 -1.098
C -0.725 1.563 1.244
C 3.975 0.441 -0.852
C -1.532 -0.219 -0.079
N 2.004 -0.378 0.765
N -0.516 0.511 0.586
N 2.022 0.791 0.402
O 2.763 -1.396 0.857
O 3.017 1.381 -0.320
H -1.356 -1.874 1.294
H -2.391 -0.485 1.807
H -3.138 -1.483 0.633
H -2.459 0.979 -1.691
H -2.894 1.406 -0.090
H -3.442 -0.124 -0.674
H -1.544 -1.371 -2.069
H -0.012 -0.698 -1.530
H -0.456 -2.028 -0.521
H -1.546 2.313 1.379
H 0.158 1.922 1.838
H 1.014 -0.432 1.208
H 3.493 -0.408 -1.246
H 4.936 0.239 -0.280
H 4.251 1.008 -1.837
```



x) 2 unconnected molecules or ions with the total composition C6H15N3O2, computed with ωB97M-V/def2-TZVPD.

Computed properties:
Molar mass, u: 161.205
Orbital gap, eV: 10.60
LUMO, eV: 0.680
HOMO level, eV: -9.92
SMILES: C/C=N/C(C)(C)C.O/N=N\O

Structure (XYZ):
```
26
C6H15N3O2 (ωB97M-V/def2-TZVPD)
C 0.056 -2.816 0.148
C 2.404 0.498 0.744
C 1.648 1.160 -1.513
C 0.306 1.732 0.692
C 0.842 -1.580 0.277
C 1.129 0.712 -0.112
N -4.529 0.585 0.517
N 0.316 -0.460 0.071
N -3.337 0.579 0.587
O -2.559 -0.118 -0.360
O -5.186 -0.061 -0.520
H 0.626 -3.598 -0.011
H -0.534 -3.049 1.140
H -0.685 -2.543 -0.658
H 3.201 -0.113 0.370
H 3.021 1.468 0.760
H 2.284 0.048 1.780
H 2.052 0.255 -1.906
H 2.316 2.056 -1.446
H 0.738 1.426 -2.063
H 0.996 2.482 0.903
H -0.571 2.008 -0.023
H -0.173 1.285 1.615
H -1.579 0.103 -0.147
H 1.868 -1.837 0.446
H -4.650 -0.219 -1.290
```



y) A single C6H15N3O2 molecule, computed with ωB97M-V/def2-TZVPD.

Computed properties:
Molar mass, u: 161.205
Orbital gap, eV: 8.56
LUMO, eV: 0.716
HOMO level, eV: -7.84
SMILES: C[C@@H]1NN[C@@H](CN)[C@H](O)[C@H]1O

Structure (XYZ):
```
26
C6H15N3O2 (ωB97M-V/def2-TZVPD)
C -0.190 2.222 1.871
C 0.401 0.846 1.418
C -0.308 -0.437 -1.091
C 0.533 -1.287 -2.161
C -0.335 -1.177 0.253
C -0.726 -0.226 1.387
H -0.594 2.093 2.942
H 0.504 3.025 1.939
H -0.979 2.499 1.198
H 1.089 0.523 2.186
H 1.836 1.654 0.112
H 0.613 1.237 -1.717
H -1.323 -0.455 -1.421
H 1.473 -1.595 -1.708
H -0.023 -2.177 -2.375
H 1.344 0.211 -3.329
H 0.062 -0.523 -3.997
H 0.689 -1.516 0.366
H -1.389 -2.525 1.063
H -1.607 0.373 1.087
H -1.212 -0.523 3.368
N 1.123 0.886 0.165
N 0.132 0.896 -0.909
N 0.889 -0.688 -3.399
O -1.147 -2.342 0.179
O -0.854 -0.995 2.575
```



The computed energies, referenced to the most stable structure and given in hartree, are w) 0.1933; x) 0.1280; y) 0.0000.



w) 2 unconnected molecules or ions with the total composition C6H15N3O2, computed with ωB97M-V/def2-TZVPD.

Computed properties:
Molar mass, u: 161.205
Orbital gap, eV: 8.16
LUMO, eV: 0.834
HOMO level, eV: -7.33
SMILES: CC(C)C(NN)=C(O)O.C=N

Structure (XYZ):
```
26
C6H15N3O2 (ωB97M-V/def2-TZVPD)
C -0.514 -0.273 -1.209
C 2.235 1.351 -0.842
C 2.279 -0.938 -0.105
C -1.489 -1.817 1.541
C 1.502 0.366 0.047
C -0.049 0.356 -0.139
N -2.179 1.456 0.615
N -0.712 1.444 0.478
N -2.526 -1.181 1.560
O 0.118 -1.178 -2.004
O -1.887 -0.154 -1.520
H 1.679 2.185 -0.939
H 3.255 1.615 -0.443
H 2.439 0.924 -1.740
H 2.460 -1.205 -1.083
H 1.675 -1.762 0.437
H 3.212 -0.814 0.415
H -1.208 -2.449 0.614
H -0.881 -1.592 2.469
H 1.605 0.675 1.053
H -2.501 1.080 1.507
H -2.418 2.435 0.636
H -0.260 1.759 1.291
H -2.157 0.583 -0.930
H -0.659 -1.763 -2.263
H -3.021 -1.102 0.555
```



x) 2 unconnected molecules or ions with the total composition C6H15N3O2, computed with ωB97M-V/def2-TZVPD.

Computed properties:
Molar mass, u: 161.205
Orbital gap, eV: 9.80
LUMO, eV: 0.545
HOMO level, eV: -9.26
SMILES: [H]/N=C(\N)NCC.CCC(=O)O

Structure (XYZ):
```
26
C6H15N3O2 (ωB97M-V/def2-TZVPD)
C -0.843 -2.657 1.334
C -0.998 -4.180 1.701
C -0.866 -2.311 -0.082
O 0.134 -1.834 -0.806
O -2.014 -2.477 -0.538
H -0.038 -4.570 2.054
H -1.038 -4.787 0.810
H -1.727 -4.227 2.453
H -1.533 -2.007 1.920
H 0.132 -2.308 1.712
C -0.512 2.759 0.568
C 0.116 2.526 2.014
C 1.125 2.033 -1.216
N 0.650 2.924 -0.302
N 0.657 0.823 -1.206
N 2.197 2.443 -2.067
H -1.019 1.739 0.289
H -1.213 3.533 0.535
H 0.427 1.499 2.020
H -0.521 2.813 2.861
H 1.003 3.869 -0.322
H 0.520 -0.942 -0.611
H 1.179 0.284 -1.942
H 3.056 2.709 -1.623
H 2.255 1.747 -2.792
H 1.115 3.024 2.062
```



The computed energies, referenced to the most stable structure and given in hartree, are w) 0.0970; x) 0.0000.



w) A single C6H10O2S molecule, computed with ωB97M-V/def2-TZVPD.

Computed properties:
Molar mass, u: 146.211
Orbital gap, eV: 9.53
LUMO, eV: 0.511
HOMO level, eV: -9.02

Structure (XYZ):
```
19
C6H10O2S (ωB97M-V/def2-TZVPD)
C -0.403 -0.019 0.337
C -0.942 1.226 -0.096
C 0.186 0.084 1.713
C -0.470 -1.248 -0.559
C -1.217 1.673 -1.446
C 1.701 -0.243 1.701
O -1.689 3.243 1.444
O -0.017 1.450 2.124
S -0.474 2.564 1.013
H -0.265 -0.695 2.540
H -0.721 -0.773 -1.583
H -1.287 -1.832 -0.145
H 0.614 -1.752 -0.508
H -0.197 1.463 -1.971
H -1.557 2.694 -1.711
H -1.920 1.075 -1.900
H 2.211 0.442 2.489
H 2.123 0.101 0.706
H 2.162 -1.175 1.832
```



x) A single C6H10O2S molecule, computed with ωB97M-V/def2-TZVPD.

Computed properties:
Molar mass, u: 146.211
Orbital gap, eV: 10.82
LUMO, eV: 0.682
HOMO level, eV: -10.13
SMILES: C[C@@H]1C=CS(=O)(=O)[C@H]1C

Structure (XYZ):
```
19
C6H10O2S (ωB97M-V/def2-TZVPD)
C -1.250 1.008 -0.576
C -2.099 0.003 -0.651
C 0.206 0.825 -0.349
C 0.158 -0.621 0.566
C 0.883 1.883 0.437
C 1.414 -1.351 0.313
O -1.879 -2.305 0.852
O -0.789 -2.130 -1.391
S -1.231 -1.506 -0.153
H -1.606 2.048 -0.832
H -3.083 0.100 -0.963
H 0.736 0.561 -1.340
H 0.034 -0.409 1.660
H 0.179 2.056 1.282
H 1.020 2.837 -0.218
H 1.877 1.655 0.809
H 1.297 -2.489 0.488
H 2.378 -1.021 0.825
H 1.755 -1.144 -0.759
```



The computed energies, referenced to the most stable structure and given in hartree, are w) 0.0304; x) 0.0000.